i) 40
Properties=species:S:1:pos:R:3 method="wB97M-V/def2-TZVPD" e_homo_ev=-7.70 homo_lumo_gap_ev=10.2 total_charge=-1 lumo_energy_ha=0.0915
P 0.1177 0.2577 0.6352
F -0.7871 -0.8884 -0.0953
F 1.4589 -0.3206 -0.0638
F -0.1197 1.2432 -0.6333
F 1.0402 1.3736 1.3574
F -1.2198 0.9033 1.2749
F 0.2766 -0.7254 1.8941
O 0.8040 0.4337 -3.3772
H 1.6642 0.2182 -3.7536
H 0.8839 0.2362 -2.4341
O -4.0589 -2.0383 -1.4461
H -3.2125 -2.2020 -1.8920
H -3.8243 -1.8340 -0.5279
O -2.7542 3.2181 0.4520
H -2.1892 2.4436 0.5988
H -3.6359 2.9408 0.7173
O 2.3523 2.0960 3.7059
H 2.2299 1.6070 2.8825
H 1.8632 2.9125 3.5717
O 4.3774 -1.2535 -0.4631
H 3.6539 -0.6307 -0.5984
H 4.0852 -1.8020 0.2705
O 0.7648 3.2844 -3.1556
H 0.6836 2.3127 -3.1566
H 1.0152 3.5187 -2.2477
O 1.8893 3.6484 -0.4523
H 1.5962 2.7796 -0.1391
H 1.8069 4.2210 0.3160
O 0.7830 -3.2780 -0.3703
H 0.3595 -2.4246 -0.1942
H 1.5679 -3.2809 0.1832
O -3.6495 -0.6009 1.1159
H -2.6892 -0.7229 1.1491
H -3.7531 0.3380 0.9445
O -1.5258 -3.1171 -2.4792
H -1.3609 -3.7586 -3.1756
H -0.7137 -3.1100 -1.9556
O 0.1914 -3.0294 3.9457
H -0.5876 -2.5575 4.2561
H 0.6162 -2.4118 3.3406



ii) 40
Properties=species:S:1:pos:R:3 method="wB97M-V/def2-TZVPD" e_homo_ev=-9.04 homo_lumo_gap_ev=11.2 total_charge=-1 lumo_energy_ha=0.0798
P -0.2551 0.0849 0.1225
F -1.5213 -0.6430 0.9008
F -0.0893 1.0516 1.4654
F 0.8079 -0.8004 0.8848
F 0.9970 0.8273 -0.6379
F -0.1988 -1.1079 -0.9654
F -1.2522 1.0365 -0.7248
O -5.0833 -3.6981 0.3597
H -4.8516 -2.9910 0.9619
H -4.2735 -3.8836 -0.1156
O -0.3831 -3.4637 5.8838
H 0.3403 -3.3533 6.5009
H -0.1158 -2.9683 5.1096
O 2.1910 -2.0890 -5.7082
H 2.3775 -1.8822 -4.7924
H 2.3905 -3.0217 -5.7890
O -0.4847 6.0810 0.5612
H -0.2188 6.7857 -0.0294
H 0.1962 5.4154 0.4625
O -2.3355 -4.9775 -2.3016
H -2.3472 -5.4693 -3.1227
H -1.7941 -4.2106 -2.4889
O -4.0659 3.7302 0.4018
H -3.7083 2.9825 -0.0771
H -3.3252 4.3283 0.5009
O 3.9771 -0.7498 4.1288
H 4.5504 -1.3797 3.6919
H 3.5023 -0.3227 3.4158
O -0.9710 0.2560 -5.8625
H -0.1263 -0.1880 -5.9370
H -1.2172 0.1509 -4.9435
O -2.0230 2.4121 5.3252
H -1.3930 2.2313 4.6276
H -2.7815 2.7821 4.8737
O 4.6035 -1.6278 -2.4904
H 5.2574 -1.1562 -1.9743
H 3.8066 -1.5886 -1.9616
O 3.5502 3.9882 0.1198
H 3.0919 3.1786 0.3451
H 3.1758 4.2496 -0.7215



Bottom line: i), by a margin of 186.8 kJ/mol.



i) 18
Properties=species:S:1:pos:R:3 method="wB97M-V/def2-TZVPD" e_homo_ev=-8.48 smiles="CC(C)(S)C(=S)NN" homo_lumo_gap_ev=9.1 lumo_energy_ha=0.0218
C 0.0730 1.6771 -1.0508
C -0.3909 0.3336 -0.4980
C -1.7968 0.4795 0.1258
S -0.6446 -0.8902 -1.8939
C 0.5560 -0.1872 0.6036
S 1.1032 0.8417 1.7871
N 0.8193 -1.4907 0.6087
N 1.5775 -2.1191 1.5877
H -0.0105 2.4686 -0.2813
H 1.1517 1.6029 -1.3508
H -0.5745 1.9406 -1.8876
H -2.4966 0.8418 -0.6599
H -1.7478 1.1793 0.9569
H -2.1841 -0.4729 0.5094
H 0.5283 -0.6399 -2.5353
H 0.3951 -2.0655 -0.1041
H 1.1745 -1.8704 2.4958
H 2.4671 -1.6291 1.5866



ii) 18
Properties=species:S:1:pos:R:3 method="wB97M-V/def2-TZVPD" e_homo_ev=-8.56 smiles="CN(C)CC(=S)NS" homo_lumo_gap_ev=8.9 lumo_energy_ha=0.0134
C 2.5911 -0.9369 -0.5418
N 1.3219 -0.6068 0.1308
C 0.9795 -1.6627 1.1208
C 0.1923 -0.5568 -0.8452
C -1.0437 0.0213 -0.2202
S -2.4374 -0.9066 -0.0879
N -0.9059 1.3291 0.1990
S 0.5231 2.2277 0.0920
H 2.8123 -0.2473 -1.3619
H 2.4214 -1.9765 -1.0330
H 3.4109 -0.9380 0.2384
H 1.6437 -1.4049 1.9643
H -0.0621 -1.5940 1.4651
H 1.1785 -2.6216 0.5996
H 0.4411 0.0560 -1.7609
H -0.0787 -1.5772 -1.1406
H -1.7156 1.6166 0.8076
H 1.3497 1.3035 0.7653



Bottom line: i), by a margin of 95.5 kJ/mol.



i) 17
Properties=species:S:1:pos:R:3 method="wB97M-V/def2-TZVPD" e_homo_ev=-13.90 homo_lumo_gap_ev=10.2 total_charge=+1 lumo_energy_ha=-0.1374
O 2.4394 1.4679 -0.5456
C 2.1485 0.4327 0.0195
O 2.6390 -0.0575 1.1265
C 1.1486 -0.5807 -0.4094
C 0.0021 -0.4321 0.5110
N 0.7244 -0.2354 -1.7919
H 3.3362 0.5422 1.5342
H 1.7476 -1.5953 -0.4989
H 0.1238 -1.0402 1.4360
H -0.2991 0.6363 0.9111
H -0.9618 -0.8525 0.1474
H 0.0758 0.5822 -1.8319
H 0.2340 -1.0146 -2.2883
H 1.4330 -0.0319 -2.5173
H -4.8040 1.0419 2.1277
H -5.3036 0.7094 0.6554
O -4.6840 0.4276 1.4143



ii) 17
Properties=species:S:1:pos:R:3 method="wB97M-V/def2-TZVPD" e_homo_ev=-15.35 homo_lumo_gap_ev=12.0 total_charge=+1 lumo_energy_ha=-0.1229
C 3.1910 -0.0741 0.1398
C 1.8292 0.4417 -0.2713
C -0.3828 -0.3861 -0.2010
N -3.3585 0.4360 0.2372
O -1.1678 -1.4515 -0.1024
O -0.8720 0.7304 -0.2514
O 0.8826 -0.6582 -0.2119
H 3.9051 0.7420 0.0922
H 3.1666 -0.4589 1.1562
H 3.5180 -0.8654 -0.5273
H 1.8310 0.8231 -1.2967
H 1.4768 1.2323 0.3978
H -3.4316 -0.0729 1.1207
H -3.8495 1.3308 0.3141
H -3.7746 -0.1206 -0.5119
H -0.6637 -2.2815 -0.0819
H -2.2997 0.6329 -0.0022



Bottom line: ii), by a margin of 160.6 kJ/mol.



i) 13
Properties=species:S:1:pos:R:3 method="wB97M-V/def2-TZVPD" e_homo_ev=-6.98 homo_lumo_gap_ev=7.3 lumo_energy_ha=0.0117
C 1.5213 0.6269 1.4247
S 1.5914 -0.4841 -0.0227
H 2.2415 0.5151 2.2770
H 1.4863 1.6963 1.1243
H 0.4413 0.5820 1.8838
N -1.3544 -0.6750 0.1634
C -0.8909 0.1469 -0.7220
N -0.7643 -0.2539 -2.0477
H -1.0072 -1.6299 0.1634
H -1.5406 -0.3734 1.1055
H -0.7523 1.1663 -0.4943
H 0.1372 -0.1750 -2.4967
H -1.1093 -1.1422 -2.3585



ii) 13
Properties=species:S:1:pos:R:3 method="wB97M-V/def2-TZVPD" e_homo_ev="-7.14 / -7.14" homo_lumo_gap_ev="8.0 / 8.0" lumo_energy_ha="0.0318 / 0.0318"
C -1.4219 -0.1332 1.1704
C -0.1605 -0.7009 -1.5484
N -0.3877 0.8189 0.7740
N 0.6289 0.4015 0.0097
S 1.4206 1.7635 -0.7284
H -2.1582 -0.2334 0.3873
H -0.8172 -1.0237 1.3665
H -1.8918 0.1481 2.0887
H -0.6159 0.2267 -1.8012
H 0.7832 -1.0959 -2.0151
H -0.6859 -1.4213 -1.0423
H -0.7195 1.8270 0.5013
H 2.5437 1.4802 0.0011



iii) 13
Properties=species:S:1:pos:R:3 method="wB97M-V/def2-TZVPD" e_homo_ev=-9.04 smiles="[H]/N=C/N.CS" homo_lumo_gap_ev=10.1 lumo_energy_ha=0.0388
H -0.9805 2.3501 2.7110
N -0.5101 2.3728 3.6114
C -1.0204 1.5130 4.3856
N -0.6290 1.4083 5.7037
H -1.7702 0.7789 4.1145
H 0.3105 1.7434 5.8759
H -0.8116 0.5555 6.2191
C 1.1247 -1.3927 -5.1999
S 0.0125 -2.8250 -5.3004
H 0.8726 -0.8797 -4.2777
H 1.0179 -0.8047 -6.1021
H 2.1556 -1.7133 -5.1508
H 0.2280 -3.1067 -6.5902



Bottom line: iii), by a margin of 148.7 kJ/mol.



i) 10
Properties=species:S:1:pos:R:3 method="wB97M-V/def2-TZVPD" e_homo_ev=-8.24 homo_lumo_gap_ev=8.8 lumo_energy_ha=0.0214
C -0.0229 1.1506 -0.2458
N 1.0538 -1.0298 0.0965
N 0.4107 0.1408 0.7176
O -1.8876 -0.9228 -0.9284
P -1.7806 0.0830 0.1334
H -0.2072 2.1546 0.2565
H 0.3073 0.9104 -1.2546
H 0.7251 -1.8440 0.6492
H 0.4427 -1.1768 -0.8268
H 0.9587 0.5339 1.4023



ii) 10
Properties=species:S:1:pos:R:3 method="wB97M-V/def2-TZVPD" e_homo_ev=-9.04 smiles="NP=O.C=N" homo_lumo_gap_ev=9.9 lumo_energy_ha=0.0315
N -1.7076 -1.1073 0.4888
P -1.5947 -0.0390 -0.7723
O -1.8006 1.3127 -0.2418
H -1.4454 -0.7341 1.4044
H -1.6454 -2.1436 0.3959
C 2.0020 0.5054 -0.4321
N 0.7831 0.2682 -0.3199
H 2.5861 0.9375 0.2971
H 2.5287 0.5446 -1.4658
H 0.2939 0.4556 0.6458



Bottom line: ii), by a margin of 169.4 kJ/mol.



i) 18
Properties=species:S:1:pos:R:3 method="wB97M-V/def2-TZVPD" spin_multiplicity=2 s_squared=0.757 e_homo_ev="-14.52 / -13.35" homo_lumo_gap_ev="11.8 / 5.0" total_charge=+1 lumo_energy_ha="-0.1015 / -0.3078"
C 0.1945 0.5455 0.9086
N 0.5281 0.9564 -0.4502
C -0.5382 1.0615 -1.4154
O -0.7212 2.4537 -1.6446
C -0.5783 -0.7634 0.9921
C 0.4468 -1.9460 1.0551
S 1.0637 -2.3405 -0.5600
H 1.1688 0.3903 1.3561
H -0.2964 1.3365 1.4958
H 0.9761 1.8723 -0.4383
H -1.4892 0.7193 -1.0188
H -0.2748 0.5252 -2.3192
H -1.2506 2.5227 -2.4548
H -1.2401 -0.8995 0.1450
H -1.0263 -0.7326 1.9863
H -0.0420 -2.8408 1.4249
H 1.2664 -1.6225 1.6974
H 1.8126 -1.2381 -0.7601



ii) 18
Properties=species:S:1:pos:R:3 method="wB97M-V/def2-TZVPD" spin_multiplicity=2 s_squared=0.754 e_homo_ev="-13.57 / -13.22" homo_lumo_gap_ev="10.1 / 6.9" total_charge=+1 lumo_energy_ha="-0.1269 / -0.2312"
C -2.5715 -1.8242 -1.8236
C -1.2160 -1.2328 -1.4967
S -1.1730 -0.5546 0.1747
H -3.3564 -1.0851 -1.6947
H -2.8120 -2.6781 -1.2009
H -2.5788 -2.1503 -2.8647
H -0.9681 -0.4037 -2.1567
H -0.3966 -1.9608 -1.5607
O 0.4095 1.9784 0.8693
C 0.4612 0.7802 1.1361
C 1.8078 0.0740 0.7153
N 2.7354 1.2066 0.3825
H 0.0043 0.4867 2.0913
H 2.2264 -0.5610 1.4963
H 1.6874 -0.4899 -0.2010
H 3.1813 1.0852 -0.5185
H 1.9786 2.0040 0.3860
H 3.4453 1.3597 1.0914



Bottom line: ii), by a margin of 30.6 kJ/mol.